Record 1
{"formula": "C6H12B3CaClO5", "method": "the ωB97M-V functional and the def2-TZVPD basis", "species": ["C", "C", "C", "Cl", "B", "O", "B", "O", "B", "C", "C", "O", "C", "O", "O", "H", "H", "H", "H", "H", "H", "H", "H", "H", "H", "H", "H", "Ca"], "xyz": [[-0.8398, 3.1165, -0.4295], [-0.7188, 2.2913, -1.7470], [-0.4934, 0.8172, -1.3417], [-0.4322, -0.2224, -2.8092], [0.8397, 0.5445, -0.4821], [1.1129, 1.1443, 0.7404], [2.1490, 0.5002, 1.4532], [2.4368, -0.8418, 1.3037], [1.8185, -1.3094, 0.1456], [1.1298, -2.7103, -0.0417], [0.2653, -3.0106, 1.2258], [-1.0885, -3.2738, 0.8127], [-1.9668, -2.3822, 1.2930], [-2.9722, -2.1933, 0.7413], [1.7641, -0.3683, -0.9236], [0.1525, 3.3196, 0.0070], [-1.3651, 4.0798, -0.5937], [-1.3945, 2.5405, 0.3226], [0.1027, 2.6264, -2.3901], [-1.6960, 2.3292, -2.2606], [-1.3419, 0.4353, -0.7500], [2.7909, 1.0957, 2.2505], [0.4256, -2.5865, -0.8790], [1.8021, -3.5274, -0.3212], [0.2994, -2.1885, 1.9531], [0.6733, -3.9030, 1.7105], [-1.7778, -1.7952, 2.2121], [-1.6756, 5.4724, -1.2020]], "atomic_forces_ev_per_a": [[0.94, -0.97, -0.12], [-0.83, 0.04, 0.55], [0.53, -0.32, -0.09], [-0.25, 0.57, 0.25], [0.90, 0.11, -0.58], [-0.32, -0.40, -0.26], [0.88, -0.01, 1.15], [-1.40, 0.88, -0.82], [1.43, -1.14, -0.82], [-0.60, 0.87, 0.38], [0.90, -0.94, -0.41], [0.96, 0.59, 0.92], [1.20, -0.19, 0.81], [-3.11, 0.63, -1.62], [-1.36, -0.29, 0.76], [-0.32, 0.25, -0.02], [0.96, -4.83, 2.36], [-0.18, 0.48, -0.11], [-0.25, 0.02, 0.02], [0.40, 0.01, -0.25], [0.08, 0.30, -0.17], [-0.21, 0.25, -0.05], [0.25, -0.18, 0.10], [-0.06, 0.12, 0.24], [-0.13, -0.20, -0.13], [-0.31, 0.17, 0.09], [0.93, -0.51, 0.08], [-1.01, 4.69, -2.25]], "charge": 2, "mol_weight_g_mol": 272.124, "gap_ev": 3.982, "spin_multiplicity": 1, "lumo_ev": -10.746, "total_energy_ev": -49630.9052}

---

Record 2
{"formula": "C39H33CrN9O4S2", "method": "the ωB97M-V functional and the def2-TZVPD basis", "species": ["Cr", "O", "C", "C", "C", "C", "C", "C", "C", "O", "N", "N", "C", "C", "C", "C", "C", "C", "C", "O", "H", "H", "H", "H", "H", "H", "H", "H", "H", "H", "S", "C", "C", "C", "C", "C", "C", "N", "C", "C", "C", "C", "C", "C", "C", "C", "N", "C", "C", "C", "C", "C", "S", "C", "H", "H", "H", "H", "H", "H", "H", "H", "H", "H", "H", "H", "C", "N", "C", "C", "O", "H", "H", "H", "H", "H", "H", "H", "N", "C", "N", "N", "C", "N", "H", "H", "H", "H"], "xyz": [[0.3670, -0.2773, -0.4369], [1.7837, 0.8804, 3.5912], [0.6309, 0.5942, 4.2416], [0.6277, 0.7417, 5.6268], [-0.5134, 0.4598, 6.3531], [-1.6752, 0.0276, 5.7148], [-1.6811, -0.1082, 4.3418], [-0.5401, 0.1775, 3.5836], [-0.5778, 0.0146, 2.1175], [0.5732, 0.0574, 1.4566], [-1.7178, -0.1368, 1.5231], [-1.5251, -0.2113, 0.1405], [-2.5697, -0.2614, -0.5901], [-2.5686, -0.3344, -2.0398], [-3.8081, -0.2505, -2.6912], [-3.9098, -0.2505, -4.0641], [-2.7414, -0.3217, -4.8208], [-1.5107, -0.4399, -4.2044], [-1.3936, -0.4769, -2.8095], [-0.1902, -0.6576, -2.2687], [1.6509, 0.6292, 2.6546], [1.5399, 1.0663, 6.1141], [-0.4925, 0.5604, 7.4320], [-2.5586, -0.2097, 6.2933], [-2.5622, -0.4520, 3.8158], [-3.5254, -0.2263, -0.0719], [-4.7018, -0.1738, -2.0796], [-4.8768, -0.1954, -4.5462], [-2.7935, -0.2853, -5.9025], [-0.6018, -0.4963, -4.7931], [7.2460, -1.8712, 0.7601], [7.4045, -3.2625, 1.7345], [6.1957, -3.7730, 2.0873], [5.1160, -3.0201, 1.5521], [5.5253, -1.9513, 0.8054], [4.6884, -0.9245, 0.1670], [3.3139, -1.1662, -0.0144], [2.4775, -0.2710, -0.4943], [2.9589, 0.9531, -0.8266], [4.3123, 1.2658, -0.7753], [4.7334, 2.5609, -1.2444], [3.8399, 3.4595, -1.7073], [2.4280, 3.1721, -1.7167], [1.4403, 4.0588, -2.1750], [0.1124, 3.6875, -2.1718], [-0.2025, 2.4180, -1.6555], [0.7027, 1.5839, -1.2005], [2.0068, 1.9346, -1.2513], [-0.9710, 4.5556, -2.6552], [-2.3185, 4.3382, -2.5879], [-3.0843, 5.3966, -3.1466], [-2.3034, 6.3974, -3.6319], [-0.6435, 6.0693, -3.4130], [5.1795, 0.2932, -0.2563], [8.3878, -3.6241, 1.9964], [6.0731, -4.6469, 2.7115], [4.0768, -3.2574, 1.7449], [2.8933, -2.1320, 0.2345], [5.7908, 2.7971, -1.2281], [4.1714, 4.4216, -2.0787], [1.7334, 5.0384, -2.5369], [-1.2302, 2.0870, -1.5978], [-2.7632, 3.4533, -2.1488], [-4.1651, 5.4101, -3.1809], [-2.6102, 7.3151, -4.1120], [6.2373, 0.5183, -0.1657], [0.6020, 4.0270, 4.1121], [-0.3568, 3.6121, 3.1051], [-1.7583, 3.5558, 3.4926], [0.0355, 3.1480, 1.9082], [-0.6984, 2.6652, 1.0555], [0.3477, 5.0177, 4.4885], [1.6009, 4.0547, 3.6808], [0.6051, 3.3243, 4.9484], [-2.0310, 4.4802, 4.0016], [-1.9396, 2.7100, 4.1621], [-2.3644, 3.4327, 2.6006], [1.1261, 3.2247, 1.7608], [1.7394, -2.9030, -3.4038], [1.8388, -4.0083, -2.6663], [2.5189, -5.0548, -3.1470], [1.3184, -4.1496, -1.4509], [0.7573, -3.1791, -0.8100], [0.3349, -2.3354, -0.1209], [2.1502, -2.8665, -4.3203], [1.1625, -2.1059, -3.0928], [2.9284, -5.0502, -4.0622], [2.6029, -5.8749, -2.5733]], "atomic_forces_ev_per_a": [[-0.48, -0.76, -0.22], [0.00, 0.04, 0.03], [-0.08, -0.06, -0.10], [-0.03, 0.00, 0.08], [0.01, -0.02, 0.01], [-0.01, 0.01, 0.04], [0.07, 0.01, -0.03], [0.17, -0.09, -0.01], [0.15, 0.09, -0.28], [-0.20, 0.03, 0.34], [0.05, -0.09, -0.24], [0.15, 0.26, 0.31], [-0.30, -0.08, -0.22], [-0.05, 0.02, 0.15], [-0.09, 0.08, 0.09], [-0.06, 0.00, -0.03], [0.08, -0.03, 0.04], [0.02, 0.02, -0.15], [0.43, -0.10, 0.21], [0.06, -0.14, -0.14], [-0.04, -0.01, 0.01], [-0.04, -0.03, -0.04], [-0.02, 0.01, -0.05], [0.02, 0.02, -0.04], [0.01, 0.04, 0.04], [-0.03, -0.03, -0.04], [0.03, -0.01, -0.05], [0.04, 0.04, 0.03], [0.00, -0.03, 0.04], [-0.03, -0.02, 0.03], [0.01, 0.04, -0.07], [0.10, 0.03, 0.00], [-0.14, -0.02, -0.02], [-0.09, -0.14, 0.10], [0.02, 0.15, -0.07], [0.14, -0.12, 0.06], [-0.08, -0.19, -0.04], [0.14, 0.26, -0.03], [-0.24, 0.00, -0.06], [0.15, 0.10, -0.06], [0.10, -0.06, 0.07], [-0.11, 0.09, -0.03], [0.13, 0.14, -0.06], [0.01, 0.07, -0.03], [-0.11, 0.19, -0.10], [-0.13, -0.14, 0.17], [0.11, 0.39, 0.05], [0.02, -0.29, 0.01], [0.16, 0.00, 0.01], [-0.17, -0.07, 0.04], [-0.03, -0.13, 0.05], [0.03, 0.08, -0.04], [0.07, -0.02, -0.01], [0.09, 0.03, 0.02], [-0.08, 0.01, -0.02], [0.00, 0.04, -0.04], [0.08, 0.03, 0.01], [-0.02, 0.06, 0.06], [-0.04, -0.01, 0.01], [-0.01, -0.02, 0.03], [0.02, -0.03, 0.01], [0.04, 0.01, 0.03], [0.01, 0.09, -0.03], [0.07, -0.01, 0.00], [0.01, -0.08, 0.05], [-0.05, 0.02, 0.00], [-0.06, -0.05, -0.06], [-0.03, 0.01, -0.02], [0.12, -0.08, 0.01], [-0.11, -0.11, 0.07], [-0.02, 0.40, 0.08], [0.00, 0.05, -0.01], [0.00, -0.01, -0.01], [0.00, 0.03, -0.02], [0.01, 0.01, 0.00], [0.02, 0.04, 0.00], [-0.01, -0.02, -0.03], [0.02, 0.04, 0.00], [-0.35, 0.72, 0.10], [-0.25, -0.07, 0.55], [0.01, 0.02, -0.07], [-0.03, -0.13, -0.08], [0.25, 0.24, 0.18], [0.25, -0.34, -0.46], [-0.04, 0.06, 0.00], [0.19, -0.44, -0.15], [0.00, -0.03, -0.03], [-0.03, 0.00, 0.02]], "charge": 1, "mol_weight_g_mol": 807.882, "gap_ev": [6.728, 6.638], "spin_multiplicity": 4, "lumo_ev": [-3.162, -3.301], "total_energy_ev": -112671.6714}

---

Record 3
{"formula": "C53H56MnN8O2SSb", "method": "the ωB97M-V functional and the def2-TZVPD basis", "species": ["Mn", "C", "C", "C", "N", "C", "C", "C", "C", "C", "C", "C", "N", "C", "C", "C", "N", "C", "C", "C", "C", "C", "C", "C", "N", "C", "C", "H", "H", "H", "H", "H", "H", "H", "H", "H", "H", "H", "H", "H", "H", "H", "H", "H", "H", "H", "H", "H", "H", "H", "H", "H", "H", "N", "C", "C", "C", "C", "C", "C", "S", "O", "O", "N", "C", "N", "C", "C", "C", "N", "H", "H", "H", "H", "H", "H", "H", "H", "H", "C", "C", "C", "C", "C", "C", "C", "Sb", "C", "C", "C", "C", "C", "C", "C", "C", "C", "C", "C", "C", "C", "C", "H", "H", "H", "H", "H", "H", "H", "H", "H", "H", "H", "H", "H", "H", "H", "H", "H", "H", "H", "H", "H"], "xyz": [[-0.7716, -0.3877, -0.0871], [0.3812, -2.4412, -3.3722], [0.4856, -3.0423, -1.9641], [1.3957, -2.2642, -1.0136], [1.0093, -0.8698, -0.9395], [1.7693, 0.1132, -1.3579], [3.0086, -0.0868, -2.0440], [3.9709, 0.7840, -2.5136], [4.0605, 2.1724, -2.4706], [3.0917, 2.9953, -1.9236], [1.8624, 2.6946, -1.3493], [1.1790, 1.4672, -1.1147], [-0.0539, 1.4254, -0.6143], [-0.7775, 2.6749, -0.4429], [-2.2761, 2.5719, -0.1576], [-2.6911, 1.6628, 1.0050], [-2.5083, 0.3003, 0.5700], [-3.5191, -0.3267, -0.0474], [-4.7807, -0.4835, 0.5275], [-5.9508, -1.1046, 0.0876], [-6.2675, -1.6525, -1.1373], [-5.4427, -1.6263, -2.2669], [-4.1294, -1.2190, -2.4081], [-3.1599, -0.8034, -1.4379], [-1.8891, -0.6273, -1.7353], [-1.4129, -0.5914, -3.1084], [-1.0059, -1.9244, -3.7473], [0.6732, -3.1896, -4.1148], [1.0956, -1.6190, -3.4787], [0.8573, -4.0697, -2.0160], [-0.5099, -3.0982, -1.5224], [2.4422, -2.4161, -1.2869], [1.2929, -2.6804, -0.0058], [3.2347, -1.1237, -2.2471], [4.8106, 0.2871, -2.9952], [4.9471, 2.6343, -2.8856], [3.3233, 4.0575, -1.9296], [1.3368, 3.5639, -0.9857], [-0.6530, 3.2973, -1.3400], [-0.3226, 3.2509, 0.3771], [-2.8047, 2.2296, -1.0528], [-2.6192, 3.5948, 0.0384], [-3.7380, 1.8668, 1.2638], [-2.0908, 1.8798, 1.8968], [-4.8234, -0.0936, 1.5400], [-6.7343, -1.1540, 0.8383], [-7.2533, -2.0843, -1.2626], [-5.9122, -1.9790, -3.1817], [-3.7415, -1.2747, -3.4159], [-0.5440, 0.0748, -3.1075], [-2.1681, -0.1122, -3.7418], [-1.0297, -1.7720, -4.8314], [-1.7622, -2.6847, -3.5278], [0.6579, -0.4400, 8.5976], [0.8447, -0.6628, 7.2292], [0.3373, -1.8099, 6.6205], [0.5283, -2.0381, 5.2693], [1.2129, -1.1110, 4.4977], [1.7671, 0.0026, 5.1111], [1.5887, 0.2291, 6.4628], [1.4862, -1.3308, 2.7465], [2.3085, -0.2039, 2.3735], [2.0267, -2.6568, 2.5637], [0.1044, -1.1613, 1.9309], [-0.7128, -2.2349, 1.8373], [-0.8716, -3.1728, 2.7729], [-1.7352, -4.1510, 2.5061], [-2.4770, -4.2253, 1.3373], [-2.2636, -3.2040, 0.4265], [-1.3812, -2.2367, 0.6586], [-0.1579, -0.8967, 8.9773], [0.6803, 0.5359, 8.8535], [-0.2110, -2.5315, 7.2145], [0.1268, -2.9229, 4.7978], [2.3456, 0.6962, 4.5233], [2.0160, 1.1139, 6.9186], [-1.8457, -4.9088, 3.2756], [-3.1834, -5.0172, 1.1481], [-2.7964, -3.1672, -0.5187], [4.6346, 1.5528, 1.0217], [4.7327, 1.9431, 2.4695], [5.9347, 1.6888, 3.1306], [6.1016, 1.9751, 4.4724], [5.0507, 2.5262, 5.1887], [3.8554, 2.7907, 4.5416], [3.6789, 2.5174, 3.1880], [1.7841, 2.8675, 2.2183], [0.5380, 2.9736, 3.9939], [-0.3560, 1.9000, 4.0131], [-1.2694, 1.7189, 5.0371], [-1.3155, 2.6397, 6.0702], [-0.4589, 3.7273, 6.0526], [0.4698, 3.9163, 5.0272], [1.3309, 5.1514, 5.0946], [2.1816, 4.9682, 1.8217], [3.4846, 5.3162, 1.4698], [3.8031, 6.5932, 1.0395], [2.8076, 7.5568, 0.9592], [1.5094, 7.2217, 1.3001], [1.1802, 5.9352, 1.7243], [-0.2546, 5.6431, 2.0826], [4.6162, 0.4666, 0.9315], [5.4873, 1.9320, 0.4572], [3.7321, 1.9201, 0.5344], [6.7490, 1.2432, 2.5713], [7.0436, 1.7592, 4.9597], [5.1558, 2.7400, 6.2447], [3.0313, 3.1920, 5.1159], [-0.3325, 1.1698, 3.2104], [-1.9288, 0.8608, 5.0235], [-2.0222, 2.5210, 6.8822], [-0.5085, 4.4608, 6.8507], [0.7064, 6.0384, 5.2181], [1.9374, 5.2831, 4.2030], [2.0071, 5.1143, 5.9526], [4.2743, 4.5775, 1.5359], [4.8236, 6.8341, 0.7700], [3.0405, 8.5622, 0.6320], [0.7256, 7.9695, 1.2386], [-0.5610, 6.2088, 2.9650], [-0.4245, 4.5894, 2.3054], [-0.9192, 5.9241, 1.2643]], "atomic_forces_ev_per_a": [[0.34, 0.13, -0.19], [0.07, -0.02, -0.05], [0.01, -0.03, 0.03], [0.04, -0.05, 0.10], [0.14, 0.37, -0.11], [-0.38, -0.24, 0.17], [0.34, 0.14, -0.20], [-0.14, -0.36, 0.06], [-0.15, 0.14, 0.09], [-0.08, -0.04, 0.04], [0.07, -0.01, -0.06], [-0.69, 0.02, 0.30], [0.60, -0.12, -0.27], [0.19, 0.06, 0.02], [0.03, 0.05, -0.02], [-0.05, 0.00, 0.30], [-0.53, -0.57, -0.60], [0.73, 0.05, -0.19], [-0.57, 0.22, 0.14], [0.21, 0.10, 0.20], [0.11, -0.01, -0.18], [0.29, 0.12, 0.03], [-0.27, -0.04, 0.17], [0.43, 0.03, -0.22], [-0.48, -0.11, 0.31], [-0.03, 0.03, 0.08], [-0.05, 0.05, -0.07], [-0.01, -0.02, 0.02], [0.00, 0.01, -0.01], [0.00, -0.01, 0.02], [0.01, 0.04, -0.02], [-0.05, 0.00, -0.01], [0.03, 0.00, -0.05], [0.03, 0.05, -0.01], [-0.03, -0.01, 0.01], [0.01, 0.01, 0.00], [-0.02, 0.01, 0.00], [-0.02, 0.09, -0.01], [-0.04, 0.00, 0.00], [-0.01, 0.00, -0.01], [0.00, -0.03, 0.00], [0.00, 0.02, 0.02], [0.01, 0.04, 0.01], [-0.01, -0.03, -0.09], [-0.04, -0.02, 0.00], [0.00, 0.00, 0.01], [0.00, 0.02, 0.04], [0.07, 0.00, -0.02], [-0.03, -0.04, -0.04], [-0.02, -0.05, 0.01], [0.01, 0.01, -0.01], [-0.01, 0.01, -0.02], [-0.02, -0.03, 0.03], [-0.05, 0.03, 0.14], [0.04, 0.03, -0.09], [0.00, -0.01, -0.02], [-0.13, -0.09, -0.01], [0.09, 0.01, -0.07], [0.03, -0.01, 0.01], [-0.02, -0.07, 0.00], [0.02, 0.07, -0.03], [0.08, 0.08, -0.10], [0.02, 0.00, 0.05], [0.09, 0.05, 0.27], [-0.13, -0.08, -0.17], [-0.26, -0.43, 0.07], [0.11, 0.20, -0.04], [0.15, 0.10, 0.12], [0.32, 0.28, 0.06], [-0.49, -0.16, -0.05], [0.04, 0.03, -0.02], [0.00, -0.03, 0.00], [-0.02, -0.02, 0.03], [0.01, 0.02, 0.00], [0.04, 0.01, -0.04], [0.02, 0.05, 0.03], [0.01, -0.01, 0.03], [-0.03, -0.05, 0.01], [0.02, 0.05, 0.01], [-0.05, 0.00, -0.04], [0.01, 0.02, 0.02], [0.01, 0.01, -0.02], [0.03, 0.00, 0.02], [0.01, 0.01, 0.04], [-0.05, 0.04, 0.08], [-0.02, 0.00, -0.09], [0.04, -0.05, 0.09], [0.02, 0.04, -0.02], [-0.04, -0.06, -0.03], [-0.04, -0.01, 0.00], [-0.02, -0.01, 0.01], [0.06, 0.01, 0.00], [-0.01, 0.00, 0.06], [0.09, 0.00, 0.03], [0.03, -0.13, 0.02], [0.07, 0.00, -0.03], [0.02, 0.07, -0.01], [0.03, 0.01, -0.01], [-0.04, 0.01, 0.02], [-0.12, 0.00, -0.04], [-0.06, -0.04, -0.07], [-0.02, -0.04, -0.01], [0.04, -0.01, -0.02], [0.01, 0.01, 0.00], [0.03, -0.02, -0.02], [0.03, -0.01, 0.02], [0.01, 0.01, 0.03], [-0.03, 0.04, 0.02], [0.03, -0.06, -0.04], [-0.02, -0.03, 0.01], [-0.02, -0.01, 0.02], [0.00, 0.02, 0.02], [0.01, 0.04, -0.02], [0.01, -0.01, 0.03], [-0.02, -0.01, 0.02], [0.04, -0.06, 0.02], [0.02, 0.02, 0.00], [0.01, 0.02, -0.02], [-0.01, 0.01, -0.01], [0.00, 0.01, 0.03], [-0.03, 0.11, -0.04], [-0.04, 0.02, -0.02]], "charge": -1, "mol_weight_g_mol": 1045.850, "gap_ev": [6.077, 5.774], "spin_multiplicity": 2, "lumo_ev": [2.460, 2.460], "total_energy_ev": -120579.5329}

---

Record 4
{"formula": "C2H3N2O2S", "method": "the ωB97M-V functional and the def2-TZVPD basis", "species": ["C", "C", "N", "N", "O", "O", "S", "H", "H", "H"], "xyz": [[1.7501, 1.2989, -0.2902], [0.9155, 0.2936, 0.1566], [2.5439, 2.1196, -0.5030], [-0.4960, 0.3358, 0.0136], [0.9638, -2.6468, -1.3110], [-0.3097, -0.7711, -2.3545], [0.9774, -1.3026, -1.9148], [1.3432, -0.0934, 0.9892], [-0.9047, -0.5661, 0.1317], [-0.7695, 0.6231, -0.8790]], "atomic_forces_ev_per_a": [[0.20, 1.14, 0.03], [-1.17, -0.63, -3.62], [0.13, 0.12, -0.47], [0.09, 0.96, 2.41], [-0.45, 0.36, -0.12], [-0.51, -0.22, -0.13], [1.44, 0.21, 0.77], [0.61, -1.75, 2.56], [-0.08, -0.72, 0.15], [-0.27, 0.54, -1.59]], "charge": -1, "mol_weight_g_mol": 119.125, "gap_ev": [6.502, 6.502], "de_lowest_kcal_mol": 16.4, "spin_multiplicity": 1, "lumo_ev": [3.893, 3.893], "total_energy_ev": -20032.9437}